DFT (the ωB97M-V functional and the def2-TZVPD basis) results for C10H13N4OPdS2 as an isolated structure.

Output
E_HOMO: -0.1277 Eh
Charge: -1
HOMO-LUMO gap: 6.46 eV
Strongest force on any atom: 0.0244 hartree/bohr
LUMO energy: 2.9878 eV
Electronic energy: -43740.14188 eV

```
31
Properties=species:S:1:pos:R:3:forces:R:3:mulliken_charge:R:1
Pd 1.17146 1.05899 0.42555 0.770 -0.124 0.982 0.012
C 1.33423 -1.78061 5.23976 0.075 -0.121 -0.089 -0.758
S 2.79502 -1.30525 4.28468 -0.063 0.132 0.065 -0.152
C 1.98264 -0.46872 2.92311 -0.060 0.131 0.004 0.414
S 2.50730 1.14279 2.55379 -0.191 -0.249 -0.253 -0.455
N 1.07218 -1.14807 2.32833 0.023 -0.114 -0.101 -0.615
N 0.26904 -0.44154 1.43863 -0.141 0.073 -0.016 -0.289
C 0.19893 -0.92862 0.19974 -0.527 0.459 -0.034 -0.229
C -0.98857 -0.68237 -0.64815 0.068 -0.097 0.083 0.838
C -1.16187 -1.47886 -1.78864 0.073 -0.065 -0.177 -0.812
C -2.25395 -1.28564 -2.61184 0.091 -0.109 -0.045 -0.321
C -3.18678 -0.31573 -2.28064 0.030 0.084 0.064 -0.438
C -2.94808 0.41582 -1.12379 -0.012 0.040 0.006 -0.267
N -1.89123 0.26341 -0.33717 -0.020 -0.081 0.136 -0.363
H 1.69116 -2.27375 6.14539 -0.038 0.016 -0.010 0.286
H 0.71319 -2.46311 4.66263 -0.001 0.033 0.039 0.257
H 0.76432 -0.89149 5.50504 -0.010 -0.029 0.015 0.239
H 0.81429 -1.77572 -0.08141 0.151 -0.073 -0.063 0.370
H -0.42535 -2.24099 -2.01511 -0.022 0.010 -0.010 0.325
H -2.38316 -1.89223 -3.50121 0.019 -0.008 0.019 0.382
H -4.05840 -0.12698 -2.89237 -0.014 0.009 0.024 0.387
H -3.65425 1.18535 -0.81707 0.039 -0.024 -0.003 0.360
C 1.45617 1.23986 -2.57637 -0.052 0.090 -0.039 -1.022
C 1.06479 2.13322 -1.41827 0.015 0.140 -0.336 0.668
N -0.15812 2.80952 -1.62246 0.035 0.021 -0.101 -0.532
O 1.94582 2.66034 -0.66972 -0.285 -0.037 -0.401 -0.683
H 1.64663 1.85936 -3.45995 -0.013 -0.006 0.020 0.381
H 0.66045 0.53237 -2.81626 0.025 -0.006 -0.003 0.175
H 2.35921 0.69980 -2.31659 0.077 -0.085 0.023 0.277
H -0.89606 2.19675 -1.94167 -0.003 -0.033 0.098 0.241
H -0.44102 3.30211 -0.78798 -0.039 0.023 0.103 0.326
```
Forces are in eV/Å.